1.
Entry from OMol25: a cluster of 4 separate species, C41H57ClF3N6O11 in total (ωB97M-V/def2-TZVPD).

Cartesian coordinates (Å):
1 C -1.83333 6.57848 2.48096
2 N -2.40420 5.22510 2.40381
3 C -1.41642 4.15819 2.37891
4 C -0.96086 3.96160 0.92816
5 N 0.12998 2.91796 0.76993
6 C 1.07409 2.83782 1.93751
7 C 2.23591 1.84848 1.77374
8 C 2.41031 0.91803 2.97923
9 N 1.33377 0.10469 3.22559
10 O 3.45697 0.85777 3.56909
11 C 0.82911 3.14368 -0.55616
12 C 1.86504 4.28110 -0.54727
13 C 3.34215 3.85808 -0.69374
14 C 4.11718 4.83684 -1.58144
15 C 5.60668 4.49614 -1.65128
16 C 6.34827 5.20443 -2.79235
17 C 7.62691 4.48105 -3.22634
18 C 8.79997 4.76756 -2.29275
19 O 9.83479 3.80910 -2.40920
20 C 10.78253 4.10464 -3.41893
21 C -0.29442 3.38282 -1.58511
22 C 0.02386 2.66977 -2.89581
23 F 1.19294 3.10748 -3.36994
24 F -0.90208 2.89874 -3.79493
25 F 0.13118 1.35797 -2.71869
26 O -1.50330 2.82391 -1.13389
27 C -2.10499 3.55831 -0.06322
28 Cl -3.12306 2.31610 0.70170
29 C -2.89257 4.75796 -0.62415
30 C -4.29691 5.09861 -0.09115
31 C -5.43716 4.75441 -1.05823
32 C -5.70248 3.28265 -1.28435
33 O -4.66540 2.78588 -2.16707
34 C -4.84005 1.55205 -2.63874
35 O -5.44013 0.69382 -2.08836
36 H -0.80947 6.58862 2.09097
37 H -2.41911 7.27688 1.88046
38 H -1.78096 6.95043 3.50907
39 H -2.99046 5.08081 3.21563
40 H -1.84426 3.23903 2.78237
41 H -0.54519 4.40865 3.00010
42 H -0.55198 4.91938 0.59099
43 H -0.35636 2.01167 0.73747
44 H 0.45835 2.52752 2.78333
45 H 1.43505 3.83896 2.16535
46 H 2.09096 1.18828 0.91132
47 H 3.17910 2.37970 1.67413
48 H 1.28534 -0.21334 4.18726
49 H 0.43282 0.41867 2.89434
50 H 1.33213 2.21066 -0.82046
51 H 1.62973 4.90885 -1.41434
52 H 1.73796 4.93585 0.32033
53 H 3.39839 2.85082 -1.11763
54 H 3.82377 3.87359 0.28729
55 H 4.00469 5.83679 -1.14075
56 H 3.67832 4.85883 -2.58547
57 H 6.06105 4.76461 -0.69018
58 H 5.73138 3.41073 -1.75357
59 H 6.60926 6.22132 -2.47543
60 H 5.67914 5.29763 -3.65294
61 H 7.88561 4.76802 -4.25016
62 H 7.47183 3.39643 -3.23615
63 H 9.19887 5.77591 -2.47560
64 H 8.46658 4.72685 -1.25042
65 H 11.24459 3.16619 -3.72974
66 H 11.56707 4.76980 -3.03655
67 H 10.31783 4.57606 -4.29225
68 H -0.41141 4.44572 -1.82734
69 H -2.23587 5.63084 -0.54000
70 H -2.99145 4.54490 -1.69348
71 H -4.46833 4.67319 0.89733
72 H -4.33380 6.18419 0.04596
73 H -5.25024 5.23706 -2.02311
74 H -6.35687 5.19513 -0.65818
75 H -5.69770 2.71871 -0.34914
76 H -6.66999 3.11887 -1.76473
77 H -4.35403 1.41964 -3.61231
78 C -0.65904 -2.89568 -2.75880
79 C -0.21359 -3.81763 -1.82004
80 C -0.19852 -3.48100 -0.47605
81 C -0.63209 -2.21954 -0.10515
82 C -1.07468 -1.28516 -1.02382
83 C -1.08595 -1.63413 -2.36363
84 N -0.61939 -1.87312 1.32124
85 O -0.22444 -2.70324 2.10643
86 O -0.99480 -0.75451 1.66466
87 H -0.67792 -3.16687 -3.80593
88 H 0.11449 -4.79620 -2.13319
89 H 0.14403 -4.18267 0.26971
90 H -1.41546 -0.31406 -0.70068
91 H -1.43861 -0.92374 -3.09672
92 C -4.41403 -8.79448 0.00857
93 C -3.81611 -7.54162 0.06384
94 C -2.75054 -7.23814 -0.76926
95 C -2.30684 -8.20949 -1.64760
96 C -2.88408 -9.46494 -1.72069
97 C -3.94708 -9.75292 -0.88129
98 N -1.18297 -7.89654 -2.54451
99 O -0.67552 -6.78938 -2.45070
100 O -0.82249 -8.74684 -3.32716
101 H -5.24560 -9.02344 0.65849
102 H -4.18101 -6.79617 0.75787
103 H -2.27421 -6.26943 -0.74185
104 H -2.50613 -10.19700 -2.41838
105 H -4.40990 -10.72916 -0.91551
106 C -1.43580 -9.10238 5.87498
107 C -2.17629 -10.15770 6.39099
108 C -3.09392 -10.82081 5.59175
109 C -3.24586 -10.40478 4.28255
110 C -2.52288 -9.35566 3.74490
111 C -1.61016 -8.70139 4.55648
112 N -4.20977 -11.11391 3.42130
113 O -4.84505 -12.02433 3.90685
114 O -4.30624 -10.73757 2.26678
115 H -0.71747 -8.59193 6.50260
116 H -2.03872 -10.46856 7.41734
117 H -3.67973 -11.64387 5.97234
118 H -2.67052 -9.06399 2.71523
119 H -1.03169 -7.87972 4.15671

Summary:
- calculated total energy (a.u.) = -3511.97782
- net charge = +1
- lowest unoccupied orbital energy (eV) = -2.783
- orbital gap (eV) = 8.2996



2.
Entry from OMol25: a cluster of 2 separate species, C4H8O2 in total (ωB97M-V/def2-TZVPD).

Cartesian coordinates (Å):
1 C -0.44269 0.43880 -1.19150
2 C 0.81865 -0.37110 -1.11934
3 O 0.98625 -0.98309 0.13654
4 C 0.60522 -0.20704 1.24539
5 C -0.78284 0.39816 1.08486
6 O -0.88331 1.13532 -0.12786
7 H -0.51176 1.11035 -2.06818
8 H -1.19768 -0.99080 -1.33502
9 H 0.29551 -1.19520 -1.69962
10 H 1.72245 0.21545 -1.41523
11 H 1.34554 0.58573 1.43312
12 H 0.59450 -0.89829 2.09290
13 H -1.00169 1.10074 1.89559
14 H -1.55959 -0.37701 1.03714

Summary:
- calculated total energy (a.u.) = -307.54817
- lowest unoccupied orbital energy (eV) = 0.982
- orbital gap (eV) = 10.0311



3.
Entry from OMol25: a structure of composition C4H9PS (ωB97M-V/def2-TZVPD).

Cartesian coordinates (Å):
1 C 1.68787 -0.25254 -0.16635
2 C 2.30476 -1.47386 0.39405
3 C -2.40881 0.97851 -0.24457
4 C -1.35563 0.09376 0.31722
5 P 2.13563 1.35630 -0.03019
6 S -0.40001 -0.78685 -0.93948
7 H 2.41193 -2.12743 -0.39105
8 H 3.39398 -1.43974 0.55484
9 H 1.80764 -2.01658 1.11652
10 H -3.08444 1.56639 0.37807
11 H -2.02968 1.81881 -1.04046
12 H -3.16980 0.46757 -0.87656
13 H -1.82277 -0.66615 0.93168
14 H -0.76696 0.66115 1.00613
15 H 1.29629 1.82065 -1.00984

Summary:
- calculated total energy (a.u.) = -897.21478
- lowest unoccupied orbital energy (eV) = -0.261
- orbital gap (eV) = 8.4243



4.
Entry from OMol25: a structure of composition C31H32DyN6O5S2Si (ωB97M-V/def2-TZVPD).

Cartesian coordinates (Å):
1 Dy 0.40316 0.85998 0.16137
2 C 2.71986 0.51024 -2.75017
3 N 1.80605 -0.39333 -2.00648
4 C 0.90931 -1.00782 -2.98753
5 C -0.16818 -1.87365 -2.40324
6 C -0.74991 -2.86990 -3.18636
7 C -1.76645 -3.63303 -2.64716
8 C -2.16551 -3.38353 -1.34264
9 C -1.53274 -2.37309 -0.63892
10 N -0.55356 -1.62773 -1.15762
11 C 2.67578 -1.42732 -1.39286
12 C 2.33883 -1.99071 -0.03667
13 C 3.00310 -3.14125 0.37345
14 C 2.84200 -3.58631 1.67240
15 C 1.99618 -2.89532 2.52283
16 C 1.33893 -1.78391 2.02670
17 N 1.51621 -1.34136 0.77771
18 C 2.16010 1.75108 -3.39983
19 C 2.87964 2.93598 -3.25474
20 C 2.44544 4.06778 -3.91066
21 C 1.29955 3.98678 -4.68717
22 C 0.65077 2.77172 -4.76847
23 N 1.06996 1.66492 -4.15622
24 H 3.48951 0.82693 -2.04955
25 H 3.23233 -0.08234 -3.52934
26 H 0.45092 -0.20854 -3.57329
27 H 1.50195 -1.61561 -3.69376
28 H -0.39343 -3.03772 -4.19388
29 H -2.23361 -4.41746 -3.22962
30 H -2.94957 -3.95779 -0.86963
31 H -1.81298 -2.12321 0.37793
32 H 2.79221 -2.26684 -2.09481
33 H 3.66619 -0.98696 -1.25973
34 H 3.66711 -3.65103 -0.31235
35 H 3.38227 -4.45620 2.02144
36 H 1.85424 -3.19054 3.55167
37 H 0.64793 -1.21285 2.63569
38 H 3.73755 2.96569 -2.59675
39 H 2.96044 5.00949 -3.78183
40 H 0.89252 4.85610 -5.18314
41 H -0.25226 2.67500 -5.36318
42 O -3.33590 1.72706 -2.43036
43 C -2.37471 1.73613 -1.49786
44 O -1.42807 0.99169 -1.55893
45 C -2.65182 2.74222 -0.40777
46 O -1.63561 2.80143 0.54665
47 C -0.86220 4.00708 0.45923
48 C 0.01449 3.95808 -0.79829
49 O 0.05618 4.92279 -1.55174
50 O 0.60996 2.83569 -0.94505
51 H -3.08018 1.05249 -3.07794
52 H -3.59234 2.44551 0.06807
53 H -2.81893 3.70718 -0.89986
54 H -0.22818 4.01787 1.34715
55 H -1.52096 4.87907 0.44614
56 S 3.25085 1.31302 0.46052
57 C 3.36313 0.82143 2.12356
58 C 4.50992 0.03938 2.48757
59 N 5.41945 -0.62615 2.73091
60 C 2.39623 1.07322 3.05106
61 S 0.90188 1.92012 2.74681
62 C 2.56624 0.54993 4.37865
63 N 2.69288 0.13924 5.44805
64 C -3.06090 -2.91706 3.91410
65 Si -3.32136 -1.07989 3.61834
66 C -2.90775 -0.13220 5.17668
67 C -5.12138 -0.78940 3.16093
68 C -2.24592 -0.53104 2.26139
69 C -1.41096 -0.08495 1.48038
70 H -3.67346 -3.27642 4.74443
71 H -2.01627 -3.12263 4.15069
72 H -3.32107 -3.49469 3.02505
73 H -3.50593 -0.47759 6.02335
74 H -3.08856 0.93398 5.03509
75 H -1.85204 -0.24445 5.42480
76 H -5.78630 -1.09265 3.97342
77 H -5.39166 -1.35763 2.26946
78 H -5.30062 0.26583 2.95177

Summary:
- calculated total energy (a.u.) = -3876.37515
- 2S+1 = 6
- ⟨S²⟩ = 9.331
- net charge = -1
- lowest unoccupied orbital energy (spin up / spin down) (eV) = 1.968 / 1.968
- orbital gap (spin up / spin down) (eV) = 6.0079 / 6.0061



5.
Entry from OMol25: an isolated molecule of C20H14O2 (ωB97M-V/def2-TZVPD).

Cartesian coordinates (Å):
1 O -1.59674 -0.12290 3.29089
2 O -2.53119 -1.81521 -1.69190
3 C -1.73702 -0.61331 2.19215
4 C -2.23597 -1.48680 -0.55537
5 C -3.08165 -0.72213 1.67525
6 C -3.34995 -1.12642 0.37282
7 C 3.95881 -0.92408 0.46085
8 C -0.99013 3.46845 -0.47916
9 C 3.75261 -1.52479 -0.79130
10 C -1.08753 2.96551 -1.82196
11 C 2.93215 -0.29097 1.13468
12 C -0.49575 2.64207 0.51757
13 C 2.47000 -1.44086 -1.40651
14 C -0.75601 1.59649 -2.08654
15 C 1.68989 -0.21152 0.54654
16 C -0.21866 1.29510 0.20926
17 C 1.45058 -0.77831 -0.70763
18 C -0.35935 0.75031 -1.06268
19 C 0.41856 0.33096 1.22280
20 C 0.04150 -0.72059 -1.16858
21 C -0.50833 -0.92111 1.33453
22 C -0.79238 -1.49427 -0.12580
23 H -3.96936 -0.49117 2.28991
24 H -4.37068 -1.24026 0.00632
25 H 4.93557 -1.00212 0.94627
26 H -1.25811 4.48516 -0.27026
27 H 4.56862 -2.00142 -1.34901
28 H -1.42305 3.60873 -2.63240
29 H 3.17864 0.10168 2.09436
30 H -0.35393 3.03235 1.53553
31 H 2.30843 -2.00653 -2.32315
32 H -0.76404 1.18570 -3.10587
33 H 0.65909 0.82410 2.17255
34 H -0.05623 -1.12155 -2.20318
35 H 0.04173 -1.67440 1.89322
36 H -0.47010 -2.55589 -0.11420

Summary:
- calculated total energy (a.u.) = -921.00898
- lowest unoccupied orbital energy (eV) = -0.770
- SMILES = O=C1C=CC(=O)[C@H]2[C@H]3c4ccccc4[C@H](c4ccccc43)[C@@H]12
- orbital gap (eV) = 8.0788



6.
Entry from OMol25: a cluster of 12 separate species, C7H36NO11 in total (ωB97M-V/def2-TZVPD).

Cartesian coordinates (Å):
1 C 0.73986 0.51670 -0.07484
2 C -0.02856 -0.77939 0.16069
3 C -1.46640 -0.71528 0.69640
4 C -2.51522 -0.86788 -0.11629
5 C -2.53488 -1.26176 -1.58519
6 C -2.82977 -0.39628 2.55350
7 C -1.57395 -0.33539 2.13861
8 N 2.15790 0.12483 -0.50437
9 H 0.78352 1.14420 0.79901
10 H 0.36315 1.03511 -0.94776
11 H 0.46627 -1.44312 0.94552
12 H 0.09117 -1.39717 -0.72922
13 H -3.47524 -0.65930 0.27067
14 H -1.88256 -0.59261 -2.12087
15 H -2.53638 -2.32682 -1.79940
16 H -3.62628 -1.06065 -2.00025
17 H -3.66207 -0.86778 2.05594
18 H -3.05862 0.08971 3.50754
19 H -0.76600 0.08956 2.68350
20 H 2.07492 -0.31882 -1.46273
21 H 2.78288 1.03406 -0.43508
22 H 2.60565 -0.56349 0.04958
23 H 2.00156 -1.40967 1.97583
24 H 3.26322 -2.17893 1.70221
25 O 3.03862 -1.23160 1.60464
26 H -3.61524 2.99249 -0.05763
27 H -3.78575 1.69943 0.92789
28 O -3.23894 2.17293 0.34141
29 H 4.20973 -2.46149 -2.60983
30 H 3.49930 -1.21665 -3.38811
31 O 3.64991 -1.66645 -2.45421
32 H 0.70007 0.63610 -3.09885
33 H 0.27203 -0.88302 -3.41433
34 O 0.71066 -0.29391 -2.78140
35 H 0.34423 -2.11633 3.48150
36 H 0.14875 -3.24951 2.34926
37 O 0.54452 -2.36616 2.64512
38 H 4.56036 2.96523 0.03695
39 H 3.42720 3.49095 -0.84168
40 O 3.84423 2.67435 -0.45579
41 H 2.14222 -0.37921 4.92522
42 H 1.27488 -0.03813 3.72418
43 O 1.34833 -0.71827 4.35637
44 H -2.03082 3.28703 -1.87816
45 H -2.20584 1.82725 -1.57563
46 O -2.00326 2.44772 -2.30612
47 H -0.60119 2.25946 -3.00582
48 H -0.14342 2.31087 -4.63212
49 O 0.08658 2.09831 -3.69496
50 H -1.30084 -4.34764 0.86927
51 H -0.16921 -5.20635 1.11438
52 O -0.64633 -4.52888 1.50138
53 H -1.00216 3.78326 0.54049
54 H -0.07208 5.08029 0.10059
55 O -0.36070 4.11811 -0.08704

Summary:
- calculated total energy (a.u.) = -1170.39431
- net charge = +1
- lowest unoccupied orbital energy (eV) = -2.185
- orbital gap (eV) = 8.8151



7.
Entry from OMol25: an isolated molecule of C4H6N2O (ωB97M-V/def2-TZVPD).

Cartesian coordinates (Å):
1 C 0.05167 2.00058 -1.10703
2 O 0.25397 1.55482 0.20191
3 C -0.03013 0.23759 0.38980
4 C 0.94020 -0.69309 0.59762
5 N 0.26187 -1.87778 0.75319
6 C -1.06090 -1.59647 0.63392
7 N -1.28695 -0.31821 0.40309
8 H 0.50022 1.33731 -1.87263
9 H 0.52441 2.98627 -1.17428
10 H -1.01647 2.06582 -1.29505
11 H 1.99105 -0.53646 0.77238
12 H 0.66711 -2.77493 0.95596
13 H -1.79605 -2.38545 0.74113

Summary:
- calculated total energy (a.u.) = -340.75050
- lowest unoccupied orbital energy (eV) = 0.865
- SMILES = COc1c[nH]cn1
- orbital gap (eV) = 9.5054



8.
Entry from OMol25: a cluster of 2 separate species, CH6NO2 in total (ωB97M-V/def2-TZVPD).

Cartesian coordinates (Å):
1 O 0.36397 1.06752 1.67937
2 H 0.85887 1.89579 1.57576
3 H 0.01600 1.14127 2.58313
4 H -0.70835 0.44616 0.42634
5 C -0.70612 -0.80689 -1.00871
6 N 0.59214 -0.74060 -1.17864
7 O -1.29031 -0.17104 -0.07189
8 H -1.31453 -1.48334 -1.60120
9 H 1.07015 -0.26467 -0.43388
10 H 1.11817 -1.08421 -1.97028

Summary:
- calculated total energy (a.u.) = -246.69217
- net charge = +1
- lowest unoccupied orbital energy (eV) = -4.286
- orbital gap (eV) = 12.8135



calculated total energy of number 7 (C4H6N2O)?
-340.75050 a.u.



Which of these has the lowest calculated total energy?
C31H32DyN6O5S2Si



Among the records above, which one has the highest calculated total energy?
CH6NO2



Look up the calculated total energy of the third one.
-897.21478 a.u.